{"formula": "C6H12N2", "method": "ωB97M-V/def2-TZVPD", "species": ["H", "C", "C", "C", "H", "H", "C", "N", "C", "H", "H", "H", "H", "H", "H", "H", "H", "H", "N", "C"], "coordinates": [[-2.410489, -1.249389, -1.531124], [1.900735, -2.100670, -0.072745], [-0.500842, -0.418459, -1.992385], [-0.703533, -2.020471, -0.489466], [0.055175, 0.963610, 0.822388], [2.603601, -1.301772, 0.056145], [0.658874, -1.653765, -0.704943], [0.729794, -0.634212, -1.606529], [-0.292572, 2.707840, 1.892650], [-0.840222, 0.394246, -2.622719], [1.770058, -2.649128, 0.840246], [-0.439442, 2.092871, 2.797928], [-1.091024, -2.860172, 0.089332], [-0.994159, 3.536438, 1.839773], [0.677041, 3.200973, 1.968616], [-0.181016, 2.466108, -0.276686], [2.466570, -2.754376, -0.777183], [-1.508718, 1.590163, 0.482300], [-1.423317, -1.219520, -1.316170], [-0.476515, 1.909686, 0.600573]], "atomic_forces_ev_per_a": [[-0.066, -0.111, 0.267], [0.210, -1.119, -0.590], [-0.185, 0.471, 0.736], [-1.249, -0.119, -0.854], [0.282, 0.320, -1.033], [0.071, 0.790, 0.166], [1.424, 1.443, -0.296], [-0.473, -0.622, -0.138], [-0.392, 0.612, -0.165], [0.107, -0.222, -0.201], [-0.169, -0.255, 0.410], [-0.131, 0.384, -0.460], [-0.102, 0.515, -0.128], [-0.244, 0.054, 0.568], [0.175, -0.354, -0.128], [0.426, -0.191, -0.242], [-0.519, 0.085, 0.191], [-0.350, 0.240, 0.000], [0.971, -0.815, 0.434], [0.213, -1.106, 1.463]], "nbo_charge": [0.46, -0.70, 0.35, 0.14, 0.18, 0.29, 0.32, -0.43, -0.60, 0.25, 0.25, 0.21, 0.27, 0.21, 0.22, 0.22, 0.30, 0.19, -0.51, -0.61], "s_squared": 0.7605, "relative_energy_kcal_mol": 7.97, "gap_ev": [10.55, 6.50], "multiplicity": 2, "e_homo_ev": [-14.443, -14.443], "lumo_ev": [-3.89, -7.95], "total_energy_ev": -9388.3396, "total_charge": 1}